(1)
# C11H24N2O4S

2 unconnected molecules or ions with the total composition C11H24N2O4S at a distorted geometry (ωB97M-V/def2-TZVPD, OMol25).

Total charge: 0
Highest occupied orbital energy: -7.81 eV
E_tot: -1242.15789 hartree
Gap between HOMO and LUMO: 8.48 eV
Relative energy (zero: lowest compared OMol25 entry of this formula, charge and spin): 2.258 eV

Last column: natural (NBO) charge in e.
Positions of all 42 atoms, in Å:
C  -0.849  3.953  -0.801  -0.165
C  0.588  4.415  -0.558  0.788
C  -0.968  2.433  -0.628  -0.410
C  -0.064  1.706  -1.723  -0.556
C  -1.840  -0.223  -2.362  -0.739
C  1.366  -3.476  2.025  -0.161
C  -0.027  -4.053  2.254  0.806
C  1.339  -1.939  2.094  -0.395
C  0.774  -1.348  0.791  -0.220
C  0.709  0.159  0.995  -0.603
C  -0.571  -1.961  0.376  -0.640
H  -1.475  5.193  -2.280  0.362
H  -2.281  3.847  -2.220  0.356
H  -1.395  4.422  -0.018  0.200
H  -0.600  2.190  0.400  0.242
H  -2.039  2.143  -0.646  0.206
H  0.934  1.975  -1.540  0.237
H  -0.280  2.014  -2.716  0.234
H  -2.181  -1.256  -2.378  0.230
H  -2.512  0.363  -1.850  0.200
H  -1.810  0.124  -3.355  0.213
H  1.823  5.619  -1.019  0.487
H  1.960  -4.862  0.559  0.375
H  2.897  -3.534  0.623  0.363
H  1.941  -3.918  2.867  0.207
H  2.353  -1.486  2.254  0.209
H  0.723  -1.588  2.931  0.227
H  1.460  -1.544  -0.025  0.212
H  0.101  0.429  1.814  0.193
H  0.437  0.715  0.161  0.211
H  1.718  0.526  1.218  0.201
H  -1.049  -1.393  -0.368  0.213
H  -0.460  -2.957  -0.063  0.218
H  -1.248  -2.024  1.186  0.207
H  -1.144  -5.427  1.702  0.494
N  -1.340  4.224  -2.156  -0.814
N  1.941  -3.883  0.731  -0.842
O  1.412  3.733  0.026  -0.598
O  0.929  5.613  -1.097  -0.666
O  -0.860  -3.674  3.055  -0.606
O  -0.257  -5.144  1.469  -0.694
S  -0.156  -0.103  -1.727  0.220

***

(2)
# C11H24N3O5Tl

A molecular structure, C11H24N3O5Tl at a distorted geometry (ωB97M-V/def2-TZVPD, OMol25).

Total charge: +2
Highest occupied orbital energy: -16.32 eV
E_tot: -1145.65701 hartree
Gap between HOMO and LUMO: 8.25 eV
Relative energy (zero: lowest compared OMol25 entry of this formula, charge and spin): 4.224 eV

Last column: Mulliken charge in e.
Positions of all 44 atoms, in Å:
Tl  -19.029  25.898  3.286  1.213
C  -15.473  24.577  1.653  -1.170
C  -16.753  25.053  2.376  0.959
O  -16.855  24.860  3.586  -0.706
O  -17.665  25.627  1.764  -0.759
H  -15.650  23.599  1.206  0.251
H  -14.639  24.477  2.348  0.308
H  -15.204  25.284  0.868  0.436
C  -20.129  26.521  7.294  -1.256
C  -20.096  27.186  5.908  0.931
O  -19.794  26.484  4.909  -0.497
N  -20.401  28.456  5.879  -0.185
C  -20.487  29.246  4.621  -0.791
H  -19.239  25.897  7.380  0.304
H  -21.033  25.946  7.495  0.364
H  -19.978  27.206  8.128  0.426
H  -20.888  28.891  6.650  0.262
H  -20.862  28.631  3.804  0.257
H  -19.505  29.670  4.409  0.244
H  -21.194  30.075  4.652  0.408
C  -19.533  21.801  3.471  -1.317
C  -18.591  22.950  3.252  0.788
O  -19.014  24.071  3.550  -0.603
N  -17.380  22.715  2.723  0.072
C  -16.994  21.697  1.839  -1.164
H  -20.496  22.112  3.876  0.355
H  -18.971  21.017  3.980  0.371
H  -19.704  21.480  2.443  0.404
H  -16.827  23.561  2.741  0.296
H  -16.970  20.711  2.304  0.325
H  -15.979  21.769  1.448  0.487
H  -17.672  21.736  0.987  0.470
C  -15.800  25.787  5.478  -1.205
C  -16.809  26.863  5.178  0.846
O  -17.872  26.556  4.641  -0.496
N  -16.665  28.091  5.637  -0.071
C  -17.646  29.078  5.321  -1.207
H  -16.334  24.837  5.471  0.251
H  -15.388  26.007  6.463  0.520
H  -14.958  25.692  4.793  0.284
H  -15.703  28.351  5.802  0.325
H  -17.826  29.085  4.246  0.380
H  -17.257  30.072  5.542  0.474
H  -18.613  29.066  5.823  0.417

***

Question: Which value of total charge does entry 2 give?
Answer: +2